1.
71
Properties=species:S:1:pos:R:3 method="wB97M-V/def2-TZVPD" relative_energy_kcal_mol=11.3 homo_lumo_gap_ha=0.12561 homo_energy_ev=-15.28 charge=+3
Ti -0.2221 0.1042 -0.0833
C -2.7918 4.1857 2.7411
N -2.3537 3.2031 1.7096
C -1.5154 2.2058 1.8275
N -1.4281 1.5618 0.6369
C -2.2948 2.2893 -0.1771
N -2.8572 3.2684 0.4492
C -2.5262 3.6687 4.1269
C -1.8307 4.4393 5.0488
C -1.6361 3.9612 6.3424
C -2.0832 2.7024 6.7030
C -2.7572 1.9178 5.7663
C -3.0080 2.4183 4.4970
C -3.1586 0.5516 6.0860
N -3.1528 -0.0667 7.2098
N -3.5403 -1.3728 6.9412
C -3.7483 -1.4391 5.6751
O -3.5261 -0.2502 5.0509
C -4.0897 -2.5885 4.8422
C -4.3153 -3.8422 5.4088
C -4.5707 -4.9263 4.5866
C -4.5829 -4.7777 3.2032
C -4.3723 -3.5259 2.6435
C -4.3693 -3.3282 1.1500
N -3.0546 -2.7850 0.7213
C -2.7186 -1.5437 0.4803
N -1.3742 -1.4890 0.2803
C -0.9774 -2.8175 0.4221
N -1.9696 -3.5962 0.6927
C -4.1391 -2.4334 3.4646
H -3.8508 4.3430 2.5369
H -2.2608 5.1163 2.5427
H -1.0258 1.9352 2.7489
H -2.4850 2.0642 -1.2142
H -1.4622 5.4209 4.7739
H -1.1233 4.5765 7.0691
H -1.9151 2.3139 7.6988
H -3.5934 1.8250 3.8029
H -4.2828 -3.9529 6.4844
H -4.7498 -5.8996 5.0217
H -4.7635 -5.6372 2.5697
H -5.1187 -2.6116 0.8134
H -4.5025 -4.2629 0.6104
H -3.4086 -0.7160 0.4559
H 0.0392 -3.1545 0.3112
H -3.9958 -1.4441 3.0428
F 5.9722 1.5974 1.2044
C 4.7784 2.0999 1.4172
C 4.6683 3.3592 1.9065
F 5.7545 4.0337 2.1519
C 3.3893 3.9944 2.1684
C 2.2392 3.1661 1.8687
C 2.3793 1.9267 1.3756
F 1.1757 1.2152 1.2053
C 3.6376 1.2819 1.1046
C 3.7702 0.0091 0.5694
C 2.5811 -0.6460 0.2272
N 1.5187 -1.0432 -0.0180
C 4.9844 -0.6822 0.2693
N 5.9345 -1.2520 -0.0323
F 1.0252 3.6176 2.0972
C 3.2644 5.2642 2.6657
C 4.3686 6.1051 2.9868
N 5.2397 6.7898 3.2958
C 1.9852 5.8581 2.9242
N 0.9606 6.3339 3.1316
C -0.3558 0.2867 -3.1738
O -0.2587 0.3983 -1.7131
H 0.4248 0.9169 -3.5896
H -1.3446 0.6381 -3.4547
H -0.2111 -0.7600 -3.4259


2.
53
Properties=species:S:1:pos:R:3 method="wB97M-V/def2-TZVPD" s_squared=6.011 relative_energy_kcal_mol=27.3 homo_lumo_gap_ha="0.26573 / 0.27006" multiplicity=5 homo_energy_ev="-6.19 / -6.31" charge=-1
Cr 1.3097 1.1698 0.0834
O 3.0480 -3.0062 -1.8389
C 2.0727 -3.2653 -1.1611
O 1.4765 -4.4250 -1.0092
B 0.2778 -4.2741 -0.1164
O 0.1628 -2.7496 0.0472
C 1.2919 -2.1708 -0.3653
O 1.5266 -0.9505 -0.2720
O 0.4619 -5.1384 1.0872
C -0.5563 -5.9561 1.0961
O -0.7152 -6.8924 1.9664
C -1.3847 -5.8186 -0.1394
O -0.9709 -4.7442 -0.7919
O -2.3216 -6.5234 -0.3854
O -6.2899 -2.4135 -1.6497
C -5.2067 -2.1571 -1.1701
O -4.7308 -0.9626 -0.9345
B -3.5611 -1.1280 -0.0471
O -3.3872 -2.6111 0.0940
C -4.2668 -3.2560 -0.5765
O -4.4628 -4.4924 -0.5834
O -2.3435 -0.4315 -0.5647
C -1.8732 0.3851 0.3827
O -0.8688 1.0658 0.2909
C -2.8494 0.3635 1.6138
O -3.7785 -0.5045 1.3347
O -2.7430 1.0111 2.6685
C 3.8221 3.3301 0.5155
O 3.1850 2.0996 0.4525
H 4.4419 3.4249 1.4071
H 4.5185 3.4835 -0.3090
H 3.1841 4.2138 0.5133
C -0.9729 4.9545 -1.1261
N -0.1270 4.0008 -0.3279
O -0.3062 4.0083 0.8575
O 0.7420 3.3720 -0.8858
H -0.8289 4.8874 -2.2045
H -0.7916 5.9449 -0.7086
H -1.9903 4.6310 -0.9065
C -0.4922 2.2022 4.1606
N 0.7591 2.5121 3.3264
O 1.4339 3.4521 3.7167
O 0.9212 1.8006 2.3296
H -0.2491 2.7150 5.0911
H -0.4957 1.1163 4.2559
H -1.3042 2.6735 3.6069
C 4.2791 0.6971 -3.3060
N 2.7390 0.7692 -3.2460
O 2.1687 0.5112 -4.2730
O 2.1863 0.9606 -2.2022
H 4.5938 -0.3277 -3.5028
H 4.6458 0.9603 -2.3139
H 4.6204 1.4828 -3.9801


3.
21
Properties=species:S:1:pos:R:3 method="wB97M-V/def2-TZVPD" s_squared=0.753 relative_energy_kcal_mol=67.9 homo_lumo_gap_ha="0.16961 / 0.35573" multiplicity=2 homo_energy_ev="-3.62 / -8.91"
C 2.0408 -1.1176 1.6105
C 2.1389 0.0215 2.6936
H 1.4530 -1.0018 0.6799
H 3.0556 -1.5112 1.3295
H 1.4763 -2.0630 2.1014
H 3.2422 0.2199 2.5265
H 1.7201 0.8650 2.4974
H 1.9564 -0.0942 3.7365
C -0.2923 0.2685 -2.9634
C -1.6694 0.4064 -0.7182
N -1.3187 -0.1801 -1.8959
N -2.9319 -0.0131 -0.2618
N -0.7764 1.0581 0.0752
H -2.0811 -0.8138 -2.3335
H -3.2806 -0.7114 -0.6507
H -3.0615 0.2403 0.7115
H 0.1058 1.3719 -0.2897
H -1.3506 1.8708 0.5221
H 0.1035 -0.6555 -3.2282
H 0.3792 0.9577 -2.3940
H -0.9096 0.8817 -3.7485


4.
105
Properties=species:S:1:pos:R:3 method="wB97M-V/def2-TZVPD" relative_energy_kcal_mol=19.0 homo_lumo_gap_ha=0.27880 homo_energy_ev=-10.16 charge=+1
Y 0.2198 -2.1172 -0.5711
C -2.9530 -4.6219 1.7826
C -2.6817 -4.4225 3.1276
C -1.5860 -3.6750 3.5170
C -0.6834 -3.1976 2.5185
N -1.0115 -3.2647 1.2161
C -2.1517 -3.9439 0.8509
N 0.4976 -2.6201 3.0568
C 1.5957 -2.5956 2.3969
N 1.7801 -2.7719 1.1062
C 3.1809 -2.7112 0.9372
N 3.8290 -2.8431 -0.1905
C 3.3037 -3.3699 -1.3237
C 4.2278 -3.8236 -2.2551
C 3.9106 -4.4507 -3.4250
C 2.5725 -4.6732 -3.6436
C 1.6502 -4.0633 -2.7428
N 1.9935 -3.3912 -1.6417
C 3.8608 -2.2915 2.1809
C 5.1669 -2.0917 2.5315
C 5.3886 -1.7773 3.8719
C 4.3699 -1.7297 4.8215
C 3.0623 -1.9450 4.4964
C 2.8584 -2.2517 3.1367
H -3.8358 -5.1683 1.4205
H -3.4063 -4.8196 3.8627
H -1.3630 -3.4723 4.5252
H -2.2637 -3.9191 -0.2221
H 5.2604 -3.7070 -1.9495
H 4.7057 -4.7625 -4.0561
H 2.1287 -5.2054 -4.4957
H 0.6083 -4.2728 -2.8328
H 5.8733 -2.1521 1.7631
H 6.4348 -1.6308 4.2014
H 4.7424 -1.3836 5.7799
H 2.2831 -1.8743 5.2399
C 3.2870 2.0798 1.5489
O 3.0142 1.1884 0.4530
C 1.9429 0.4213 0.3600
O 1.9341 -0.4524 -0.4691
N 0.9756 0.6180 1.3078
N -0.0905 -0.2823 1.1919
H 4.2458 2.4272 1.2486
H 3.3092 1.5412 2.4736
H 2.5642 2.8797 1.5452
H 0.9057 1.4681 1.8474
H -0.8839 0.2922 0.8448
H -0.1385 -0.7950 2.1275
O -1.2059 -3.1624 -1.9513
N -2.4879 -2.9647 -2.2785
C -3.1118 -3.9738 -2.9251
C -4.4478 -3.9750 -3.1229
C -5.1917 -2.8979 -2.5562
C -4.5382 -1.9418 -1.8745
C -3.1282 -1.9282 -1.7046
S -2.2450 -0.7932 -0.7344
H -2.2886 -4.6451 -3.2411
H -4.8596 -4.7325 -3.7731
H -6.2196 -2.7859 -2.7527
H -5.0379 -1.1649 -1.3605
C 1.2400 -0.0001 -5.7309
C 2.1543 -0.0277 -4.7289
C 1.8033 -0.5228 -3.4724
N 0.6127 -0.9819 -3.1620
C -0.2873 -0.9653 -4.1674
C -0.0075 -0.5022 -5.4593
H 1.5170 0.4037 -6.7005
H 3.1424 0.3114 -4.8772
H 2.5895 -0.6392 -2.6981
H -1.2738 -1.2327 -3.8852
H -0.8179 -0.4649 -6.1537
C 1.1795 5.0063 3.9185
C 1.0326 5.5586 2.6618
C 0.3055 4.9074 1.6490
C -0.3389 3.7114 1.8930
C -0.1653 3.1550 3.1774
C 0.5767 3.7842 4.1574
P -1.4781 2.8752 0.7244
C -3.1239 3.8116 1.1654
C -4.3447 3.1694 0.9692
C -5.4737 3.8693 1.2495
C -5.4823 5.1435 1.8009
C -4.2620 5.7233 2.1364
C -3.0781 5.0654 1.8064
C -1.0971 3.4940 -0.9197
C -0.3826 2.6373 -1.7422
C 0.1173 2.9714 -2.9695
C -0.1278 4.2587 -3.4626
C -0.8540 5.1664 -2.6945
C -1.2939 4.7982 -1.4352
H 1.7936 5.5205 4.6631
H 1.4614 6.5401 2.3769
H 0.2005 5.2757 0.6365
H -0.5516 2.1414 3.3057
H 0.6212 3.3416 5.1739
H -4.4318 2.1386 0.6328
H -6.4301 3.3817 1.1616
H -6.4087 5.6142 2.0396
H -4.1968 6.6083 2.7537
H -2.1650 5.5339 2.1197
H -0.2587 1.6243 -1.3158
H 0.5988 2.2081 -3.5727
H 0.2595 4.5139 -4.4656
H -1.0314 6.1664 -3.0671
H -1.7159 5.4973 -0.6885